Record 1
Formula: C6H12NO2S
Source: the Open Molecules 2025 dataset
Level of theory: wB97M-V/def2-TZVPD

Structure (XYZ):
```
22
Properties=species:S:1:pos:R:3:forces:R:3
C -0.54014 -1.33898 1.31093 -0.008 -0.412 -0.010
C -1.28797 -2.26176 -0.65303 -1.523 -3.149 1.576
C -0.63453 -3.56050 -0.02381 -1.822 3.802 2.612
C -0.20573 -0.18367 2.16133 -5.411 0.492 0.795
C 0.95418 3.13492 -0.56780 -4.082 -2.340 -2.011
C 1.07504 1.69036 -1.11565 2.325 1.926 -5.181
N -1.02198 -1.15192 0.15101 -1.615 0.508 -0.882
O 1.67015 0.66652 -0.31623 0.047 0.746 0.972
O 1.27816 -0.53445 -0.59848 0.106 -0.108 -0.330
S -0.15048 -3.04201 1.67561 -0.381 0.756 -0.872
H -0.86088 -2.19104 -1.60421 0.195 0.695 -1.722
H -2.42210 -2.61559 -0.72104 1.985 1.682 -0.057
H -1.40722 -4.23638 0.11235 -0.766 -2.176 -0.053
H 0.23378 -3.77208 -0.48983 2.706 -1.523 -1.675
H -0.37207 0.75132 1.61000 0.471 -0.485 0.121
H 0.71097 -0.40204 2.46062 4.366 0.088 1.792
H -0.93289 -0.13205 3.07854 1.415 -0.257 -1.486
H 1.71983 3.47165 -0.03769 3.562 1.276 2.145
H 0.63041 3.91193 -1.32248 0.550 -1.343 0.436
H 0.11728 2.97350 0.06792 -0.869 0.883 1.121
H 1.84139 1.84297 -2.03575 -1.382 -0.837 1.854
H 0.17035 1.35922 -1.64815 0.131 -0.225 0.855
```
Positions in Å, forces in eV/Å.

Results
Total charge: +1
E_HOMO (spin up / spin down): -13.385 / -13.672 eV
Multiplicity: 3
ΔE to the lowest compared entry with this formula, charge and spin: 1.609 eV
HOMO-LUMO gap (spin up / spin down): 9.90 / 5.54 eV

Here are the Löwdin charges for atoms 1 to 8, given in e: atom 1 (C): -0.574, atom 2 (C): -0.197, atom 3 (C): -0.292, atom 4 (C): -0.029, atom 5 (C): -0.040, atom 6 (C): -0.213, atom 7 (N): 0.073, atom 8 (O): -0.112

Record 2
Formula: C24H39ClF4O18P2S2
Source: the Open Molecules 2025 dataset
Level of theory: wB97M-V/def2-TZVPD

Structure (XYZ):
```
90
Properties=species:S:1:pos:R:3:forces:R:3
C -1.41927 -0.19488 2.26539 0.613 -0.053 0.757
C 0.04254 -0.24927 2.80882 -0.718 0.585 -1.030
S 1.21374 -1.10569 1.68932 -0.050 -0.317 0.201
C 1.71988 0.07698 0.35898 0.099 0.022 1.586
P 1.74001 -0.76647 -1.36653 -0.949 1.240 1.509
C -0.14797 -0.59817 -1.43737 -0.110 0.735 -0.696
C -0.57858 0.57600 -2.39931 -0.179 -0.319 0.327
C -1.01681 1.86984 -1.66473 0.171 -0.079 0.152
S -0.26149 3.38755 -2.30567 0.044 2.511 -2.842
O -1.26102 4.26676 -2.90264 0.512 -1.309 1.707
O 0.84306 3.13510 -3.22943 -0.539 -0.712 1.693
O 0.36164 4.20223 -1.02445 -0.515 -1.242 -0.872
C 2.49144 -2.33917 -0.66281 0.532 -0.593 -0.762
O 3.24397 -3.05496 -1.69172 0.196 0.563 0.597
C 3.88949 -4.09347 -1.05538 0.926 -0.366 0.186
C 5.36623 -3.88692 -0.75599 -0.449 0.972 -0.235
O 3.31642 -5.08695 -0.74568 -0.648 -0.505 0.069
C 2.71716 0.69628 -2.03708 -0.012 -0.668 -0.560
C 4.25166 0.55672 -2.09386 0.268 0.506 -0.805
C 4.79686 -0.23536 -3.30126 -0.623 -0.730 0.541
Cl 5.01402 -0.12320 -0.60094 -0.111 0.336 -0.042
P 1.53596 -1.78922 -3.38625 -1.031 -2.727 -0.980
O 0.72653 -3.08016 -3.26713 0.381 1.055 0.346
H -1.61687 -0.98553 1.53806 0.060 0.209 0.013
H -1.60625 0.79305 1.85577 -0.061 -0.179 -0.269
H -2.13050 -0.32347 3.08946 0.148 0.009 -0.091
H 0.40342 0.78265 2.88771 0.062 -0.251 0.395
H 0.04666 -0.73088 3.78660 0.460 -0.098 -0.193
H 2.68584 0.48896 0.67965 -0.104 -0.132 -0.312
H 1.01227 0.91710 0.41789 0.082 -0.159 -0.410
H -0.57835 -0.36334 -0.46321 0.316 -0.336 0.083
H -0.62200 -1.51596 -1.79734 0.360 -0.003 0.025
H 0.17237 0.80345 -3.15766 -0.098 0.047 0.117
H -1.46600 0.22171 -2.93335 0.232 0.083 -0.075
H -2.09128 2.00011 -1.79459 0.203 0.356 -0.046
H -0.85466 1.85874 -0.58281 0.182 -0.040 -0.192
H 1.26902 3.85887 -0.96316 0.185 0.116 0.319
H 1.71649 -3.01873 -0.29628 -0.078 0.355 0.012
H 3.20967 -2.12098 0.13706 -0.471 0.351 0.007
H 5.71734 -4.53007 0.04787 -0.163 -0.231 -0.286
H 5.93457 -4.02346 -1.68089 0.020 -0.079 0.165
H 5.50244 -2.84338 -0.44703 0.093 -0.166 -0.148
H 2.38910 0.84495 -3.07914 0.128 -0.014 0.215
H 2.39150 1.59770 -1.51114 0.293 -0.244 0.218
H 4.64742 1.57268 -2.19102 -0.092 -0.133 0.347
H 4.09653 -0.17724 -4.14130 0.324 0.288 -0.016
H 4.83727 -1.29763 -3.02620 0.046 0.176 -0.140
H 5.80143 0.07744 -3.58836 -0.175 0.114 0.059
H 2.77066 -2.10143 -4.00896 -0.097 0.591 -0.200
H 0.83029 -0.95634 -4.31310 0.643 0.233 0.103
C -6.08615 1.47472 5.02411 -0.312 0.309 0.258
C -5.84661 0.11043 4.43342 0.170 0.032 -0.470
O -4.43473 0.04853 4.35857 -0.373 -0.016 0.395
C -3.95539 0.84133 5.36170 0.432 0.159 0.099
O -2.84130 0.82341 5.75619 0.010 0.021 -0.069
O -4.93300 1.64923 5.84919 -0.082 -0.233 -0.216
F -6.36266 0.01086 3.17777 0.034 -0.079 0.060
H -6.10955 2.25359 4.25945 0.038 -0.150 -0.130
H -6.99959 1.52700 5.61254 0.150 0.014 0.168
H -6.21497 -0.71750 5.04219 -0.069 -0.057 -0.158
C -6.40162 1.32460 -0.41959 -0.313 0.284 0.270
C -6.14180 -0.03055 -1.02305 -0.001 0.011 -0.471
O -4.72798 -0.04255 -1.14922 -0.184 -0.023 0.400
C -4.24197 0.76082 -0.16624 0.252 0.074 0.156
O -3.10949 0.77572 0.19005 -0.275 0.154 -0.390
O -5.21994 1.53462 0.36098 -0.021 -0.202 -0.199
F -6.69790 -0.14663 -2.25259 0.071 -0.053 0.060
H -6.47975 2.10383 -1.17977 0.043 -0.142 -0.123
H -7.29189 1.34649 0.20463 0.167 0.009 0.179
H -6.45743 -0.87100 -0.40203 -0.026 -0.049 -0.116
C 2.68844 6.29220 1.92522 -0.469 0.155 0.259
C 3.75997 6.74822 0.97081 0.411 0.099 0.250
O 4.35608 5.52335 0.57080 -0.422 0.032 -0.148
C 3.38878 4.57469 0.66202 0.067 -0.158 0.098
O 3.44564 3.50060 0.15905 -0.094 -0.168 -0.229
O 2.33681 5.01243 1.38742 0.218 0.187 -0.066
F 4.69012 7.51476 1.58886 -0.020 -0.068 -0.110
H 3.06554 6.16749 2.94147 0.180 0.042 -0.084
H 1.82926 6.95834 1.94555 -0.110 -0.196 -0.119
H 3.38654 7.27295 0.08927 0.112 0.075 0.023
C 0.07019 -6.45007 -0.37327 0.541 -0.298 -0.176
C -0.85131 -5.40013 -0.93151 -0.255 -0.033 -0.200
O -1.62689 -5.03981 0.20385 0.394 0.089 0.018
C -0.84104 -5.25639 1.29632 -0.026 0.103 0.354
O -1.06094 -4.81837 2.37611 -0.088 -0.060 0.030
O 0.23250 -6.02083 0.98348 -0.262 0.127 -0.241
F -1.67228 -5.90815 -1.88662 -0.030 0.071 0.099
H -0.37909 -7.44528 -0.38803 -0.179 0.105 -0.053
H 1.02505 -6.48067 -0.89341 0.101 0.134 0.249
H -0.34346 -4.51480 -1.32447 -0.084 -0.062 -0.201
```
Positions in Å, forces in eV/Å.

Results
E_HOMO: -7.772 eV
Structure (SMILES): CCSCP(CCCS(=O)(=O)O)(COC(C)=O)(C[C@H](C)Cl)[PH2]=O.O=C1OC[C@@H](F)O1.O=C1OC[C@@H](F)O1.O=C1OC[C@@H](F)O1.O=C1OC[C@@H](F)O1
HOMO-LUMO gap: 8.02 eV

Here are the Löwdin charges for atoms 1 to 8, given in e: atom 1 (C): -0.157, atom 2 (C): -0.496, atom 3 (S): 0.832, atom 4 (C): -0.589, atom 5 (P): 0.746, atom 6 (C): -0.270, atom 7 (C): -0.231, atom 8 (C): -0.207

Record 3
Formula: C20H21FN4O2S
Source: the Open Molecules 2025 dataset
Level of theory: wB97M-V/def2-TZVPD

Structure (XYZ):
```
49
Properties=species:S:1:pos:R:3:forces:R:3
C 1.55265 2.07900 0.21941 -0.088 -0.135 0.162
H 1.94772 2.84400 0.88091 0.067 0.132 0.050
H 2.38777 1.56390 -0.25143 0.061 -0.027 -0.051
H 0.95186 2.55631 -0.55114 0.021 0.061 -0.084
C 0.70373 1.10051 1.02605 0.311 0.484 0.176
N 0.17113 0.05829 0.18683 -0.506 -0.542 -0.468
C -0.87490 0.16675 -0.68343 0.107 -0.095 -0.035
N -1.06748 -0.95882 -1.32216 -0.648 0.717 -0.333
N -0.14340 -1.82739 -0.88482 0.845 -0.887 0.361
C 0.59460 -1.23377 0.00986 -0.104 -0.026 0.038
C 1.73143 -1.87023 0.72913 -0.111 0.063 0.212
N 3.00692 -1.33433 0.29999 -0.117 -0.218 -0.124
C 3.75014 -0.54285 1.10171 0.040 -0.147 -0.247
O 3.38204 -0.21336 2.21565 0.020 0.162 0.230
C 5.04024 -0.04021 0.53553 0.222 -0.024 -0.044
C 5.80052 -0.67180 -0.44319 0.061 0.230 0.081
C 6.99956 -0.15012 -0.89213 -0.081 -0.127 -0.043
C 7.46232 1.04012 -0.36001 -0.076 -0.079 0.008
C 6.73048 1.68956 0.62127 -0.008 0.080 0.047
C 5.53981 1.14897 1.06536 -0.003 -0.082 -0.067
H 4.96278 1.63065 1.84014 -0.043 0.010 0.065
H 7.09176 2.61447 1.04312 0.025 0.082 0.038
H 8.39587 1.45381 -0.70876 0.083 0.028 -0.037
H 7.55312 -0.68432 -1.64821 0.035 -0.069 -0.070
F 5.38868 -1.84297 -0.98456 -0.001 0.092 0.030
H 3.31649 -1.58954 -0.62321 0.180 0.108 0.092
H 1.69318 -2.94346 0.52851 -0.061 0.133 0.061
H 1.65482 -1.69087 1.80620 0.032 -0.151 -0.169
S -1.79815 1.62355 -0.87411 -0.150 0.397 -0.024
C -2.97950 1.03797 -2.12582 0.052 -0.199 0.429
C -4.01953 0.10165 -1.53789 0.159 -0.286 -0.224
O -4.80581 0.84071 -0.63124 -0.190 0.151 0.112
C -5.82518 0.21169 0.01921 -0.081 0.060 0.083
C -6.57343 1.01137 0.88396 0.147 0.011 -0.113
C -7.63384 0.47612 1.58426 0.046 0.036 -0.026
C -7.96582 -0.86197 1.43589 -0.105 -0.156 0.042
C -7.22300 -1.65542 0.58255 -0.111 0.015 0.094
C -6.15499 -1.13028 -0.12759 0.275 0.060 -0.203
H -5.59126 -1.77357 -0.78490 0.070 -0.022 -0.063
H -7.47153 -2.69959 0.46089 -0.015 -0.078 -0.010
H -8.79699 -1.28046 1.98273 -0.066 -0.039 0.045
H -8.20624 1.10567 2.24935 -0.038 0.061 0.052
H -6.29992 2.04988 0.98584 0.031 0.123 0.011
H -4.64006 -0.29205 -2.35632 0.023 0.021 0.104
H -3.51733 -0.73842 -1.04162 -0.154 0.119 -0.096
H -3.45156 1.93847 -2.51587 0.039 -0.009 -0.050
H -2.40617 0.52881 -2.89748 -0.099 0.038 -0.068
H 1.30898 0.64086 1.81066 -0.171 0.040 -0.046
H -0.13880 1.62970 1.48104 0.077 -0.113 0.070
```
Positions in Å, forces in eV/Å.

Results
E_HOMO: -8.309 eV
Structure (SMILES): CCn1c(CNC(=O)c2ccccc2F)nnc1SCCOc1ccccc1
ΔE to the lowest compared entry with this formula, charge and spin: 1.382 eV
HOMO-LUMO gap: 8.71 eV

Here are the Löwdin charges for atoms 1 to 8, given in e: atom 1 (C): -0.060, atom 2 (H): 0.081, atom 3 (H): 0.070, atom 4 (H): 0.054, atom 5 (C): -0.190, atom 6 (N): -0.013, atom 7 (C): -0.620, atom 8 (N): 0.013

Record 4
Formula: C2H7N2P2
Source: the Open Molecules 2025 dataset
Level of theory: wB97M-V/def2-TZVPD

Structure (XYZ):
```
13
Properties=species:S:1:pos:R:3:forces:R:3
C -2.97227 -0.21463 -0.02484 -0.177 -0.584 1.890
C 1.55846 -0.38609 0.31967 0.018 3.562 -1.512
N -3.70209 -0.74794 0.73924 0.193 -0.515 -0.378
N 2.53758 0.16056 -0.84048 0.901 -0.506 1.019
P -1.75968 0.51744 -0.92910 0.476 -0.202 -1.545
P 0.36151 0.75687 0.70769 0.586 -0.695 0.011
H 1.54478 -1.41223 0.29026 0.202 -2.216 0.210
H -3.54893 -1.36404 1.54811 -0.302 0.601 -0.456
H 2.29556 -0.28639 -1.81400 0.872 1.402 2.226
H 3.56679 -0.01496 -0.52740 -2.163 -0.297 -1.047
H 2.54243 1.21924 -0.80842 -0.621 -1.364 -0.638
H -2.03251 1.72453 -0.33973 -0.355 0.944 0.352
H -0.39163 0.04764 1.67901 0.372 -0.129 -0.134
```
Positions in Å, forces in eV/Å.

Results
Total charge: +1
E_HOMO: -11.941 eV
ΔE to the lowest compared entry with this formula, charge and spin: 3.266 eV
HOMO-LUMO gap: 7.42 eV

Here are the Löwdin charges for atoms 1 to 8, given in e: atom 1 (C): -0.549, atom 2 (C): -0.486, atom 3 (N): 0.172, atom 4 (N): 0.038, atom 5 (P): 0.671, atom 6 (P): 0.745, atom 7 (H): 0.006, atom 8 (H): 0.129